Entry 1:
A molecular structure, C18H23N5NiO3, computed with ωB97M-V/def2-TZVPD.

Its spin multiplicity is 3. Its net charge is +2. The value obtained for the HOMO energy (spin up / spin down) is -12.33 / -12.33 eV.

Last column: natural (NBO) charge in e.
CARTESIAN COORDINATES (ANGSTROEM)
1 C -2.0926 1.7564 -4.2219  -0.365
2 C -1.2198 1.6273 -5.2517  -0.009
3 H -2.9608 2.3986 -4.3802  0.210
4 H -2.0054 1.1913 -3.3153  0.139
5 C -0.0109 0.8423 -5.1530  0.016
6 C 0.3451 0.2030 -4.0049  -0.418
7 H -0.1962 0.3314 -3.0894  0.155
8 H 1.2538 -0.3947 -4.0237  0.199
9 C -1.5433 2.3137 -6.5656  -0.642
10 H -2.5215 2.7995 -6.4823  0.225
11 H -1.5903 1.6164 -7.4146  0.231
12 H -0.8043 3.0858 -6.8196  0.227
13 C 0.8872 0.7489 -6.3617  -0.644
14 H 1.1820 1.7335 -6.7461  0.233
15 H 0.3961 0.2245 -7.1906  0.231
16 H 1.7948 0.2021 -6.1030  0.220
17 Ni 0.6093 -0.3545 3.0481  1.485
18 O -0.0310 -0.1227 1.2115  -0.727
19 C -0.1811 -0.9159 0.2427  0.725
20 O 1.0397 -2.2215 2.5286  -0.706
21 C 0.5412 -2.8333 1.5588  0.949
22 O 0.5725 -4.1517 1.5074  -0.405
23 N -0.0482 -2.2912 0.4377  -0.463
24 C -0.1048 -4.5956 0.2798  -0.094
25 C -0.5174 -3.3640 -0.4757  -0.244
26 H -0.9708 -5.1950 0.5763  0.232
27 H 0.5998 -5.2156 -0.2840  0.236
28 H -1.6040 -3.3099 -0.6178  0.244
29 H -0.0211 -3.2936 -1.4479  0.239
30 C -0.5535 -0.4405 -1.0654  -0.378
31 C -1.1503 0.7796 -1.1418  -0.122
32 H -0.4112 -1.1783 -1.8572  0.252
33 H -0.9190 1.5353 -0.3927  0.222
34 H -1.9612 0.9916 -1.8293  0.235
35 N 1.8651 0.1859 6.7616  -0.461
36 C 2.3711 -1.1153 6.7283  -0.039
37 C 2.0620 -1.6229 5.4900  -0.041
38 N 1.3933 -0.6495 4.7585  -0.590
39 C 1.2805 0.4367 5.5599  0.319
40 C 0.5805 1.5342 4.9915  0.316
41 N 0.1248 1.3493 3.7244  -0.594
42 C -0.5831 2.4968 3.3909  -0.048
43 C -0.5510 3.3710 4.4485  -0.031
44 N 0.1863 2.7460 5.4570  -0.463
45 H 1.9199 0.8676 7.5165  0.452
46 H 2.8916 -1.5533 7.5626  0.267
47 H 2.2566 -2.5909 5.0658  0.260
48 H -1.0498 2.5861 2.4254  0.247
49 H -0.9789 4.3541 4.5767  0.266
50 H 0.4280 3.1009 6.3867  0.454

=====

Entry 2:
A molecular structure, C18H23N5O3PtS2, computed with ωB97M-V/def2-TZVPD.

The value obtained for the energy above the lowest of the compared OMol25 structures with the same formula, charge and spin is 7.9296 eV. Its spin multiplicity is 3. Its net charge is +2. The value obtained for the HOMO energy (spin up / spin down) is -11.98 / -12.48 eV.

Last column: natural (NBO) charge in e.
CARTESIAN COORDINATES (ANGSTROEM)
1 C 6.7563 2.0989 -0.7277  0.102
2 C 7.1884 1.2316 -1.6908  -0.134
3 H 6.7120 1.7432 0.2972  0.245
4 H 6.2112 3.0185 -0.9427  0.248
5 C 6.7947 0.2304 -2.6055  0.009
6 C 5.6041 -0.4638 -2.7383  -0.266
7 H 5.1333 -1.0012 -1.9275  0.216
8 H 5.3339 -0.6152 -3.7399  0.209
9 C 8.5603 1.8454 -1.5710  -0.601
10 H 8.6755 2.5491 -0.7257  0.296
11 H 8.7417 2.4035 -2.4898  0.291
12 H 9.2144 1.0006 -1.3690  0.307
13 C 7.8728 0.0372 -3.6703  -0.630
14 H 8.7176 -0.4762 -3.2047  0.241
15 H 8.1997 1.0189 -4.0076  0.216
16 H 7.4954 -0.5484 -4.4967  0.250
17 Pt -0.2343 0.6387 0.0858  0.989
18 O 1.3173 -0.0292 -1.2324  -0.745
19 C 1.5319 1.2345 -1.3884  0.435
20 O -0.9982 1.8254 -1.5531  -0.723
21 C -0.2518 2.1482 -2.5560  0.941
22 O -0.6843 2.7453 -3.6350  -0.426
23 N 1.0488 1.7872 -2.6046  -0.462
24 C 0.4674 2.8973 -4.5712  -0.085
25 C 1.6826 2.4630 -3.7941  -0.233
26 H 0.4904 3.9415 -4.8910  0.229
27 H 0.2491 2.2696 -5.4453  0.223
28 H 2.2916 3.3070 -3.4425  0.210
29 H 2.2902 1.7642 -4.3714  0.229
30 C 2.0078 2.0602 -0.3171  -0.370
31 C 2.0717 1.4454 0.8939  -0.475
32 H 2.8049 2.7683 -0.5255  0.213
33 H 2.6762 0.6428 0.4833  0.193
34 H 2.6858 1.8957 1.6447  0.199
35 N 2.2360 -1.7051 0.7203  -0.794
36 C 1.5461 -1.1978 1.7380  0.298
37 N 0.5374 -0.3032 1.6810  -0.490
38 C 0.0852 0.1207 2.9218  0.110
39 C 0.6832 -0.5862 3.9482  -0.410
40 S 1.9114 -1.6383 3.3709  0.480
41 C -0.9283 1.0973 2.8431  0.097
42 C -1.7640 1.7241 3.7669  -0.412
43 S -2.8706 2.7738 2.9868  0.498
44 C -2.2232 2.3768 1.4319  0.284
45 N -1.2571 1.4607 1.5493  -0.505
46 N -2.6716 2.8710 0.2739  -0.778
47 H 2.9121 -2.4251 0.9113  0.415
48 H 2.1064 -1.3516 -0.2406  0.459
49 H 0.3871 -0.4806 4.9747  0.266
50 H -1.7014 1.5278 4.8220  0.269
51 H -3.4329 3.5281 0.3129  0.420
52 H -2.2363 2.6336 -0.6237  0.453

=====

Entry 3:
A single C18H23NO2 molecule, computed with ωB97M-V/def2-TZVPD.

The structure (SMILES) is CCCN(CCO)Cc1cccc(Oc2ccccc2)c1. The value obtained for the energy above the lowest of the compared OMol25 structures with the same formula, charge and spin is 1.4103 eV. Its net charge is 0. The value obtained for the HOMO energy is -8.21 eV.

Last column: natural (NBO) charge in e.
CARTESIAN COORDINATES (ANGSTROEM)
1 C 1.9535 2.7328 3.1344  -0.601
2 C 1.8719 1.2207 2.9743  -0.421
3 C 2.4295 0.7834 1.6106  -0.209
4 N 2.4595 -0.6425 1.3544  -0.449
5 C 3.3457 -1.3965 2.2165  -0.234
6 C 4.0865 -2.4866 1.4352  -0.060
7 O 5.1506 -1.8838 0.7335  -0.723
8 C 1.1480 -1.2475 1.2134  -0.239
9 C 0.4116 -0.6795 0.0305  -0.019
10 C 1.0659 -0.5487 -1.1897  -0.229
11 C 0.4010 -0.0251 -2.2819  -0.186
12 C -0.9240 0.3632 -2.1831  -0.292
13 C -1.5877 0.2188 -0.9709  0.287
14 O -2.8771 0.6415 -0.7684  -0.482
15 C -3.8042 0.5453 -1.7714  0.286
16 C -3.8129 -0.4883 -2.7023  -0.241
17 C -4.8212 -0.5514 -3.6465  -0.209
18 C -5.8261 0.4006 -3.6681  -0.237
19 C -5.8251 1.4194 -2.7298  -0.192
20 C -4.8206 1.4960 -1.7845  -0.257
21 C -0.9139 -0.2935 0.1334  -0.214
22 H 1.3824 3.2276 2.3519  0.203
23 H 1.5537 3.0394 4.0985  0.209
24 H 2.9862 3.0685 3.0680  0.201
25 H 0.8296 0.9082 3.0611  0.194
26 H 2.4372 0.7368 3.7741  0.194
27 H 1.8312 1.2435 0.8193  0.203
28 H 3.4553 1.1484 1.5080  0.197
29 H 2.8123 -1.8610 3.0618  0.173
30 H 4.1075 -0.7250 2.6146  0.213
31 H 3.3969 -2.9826 0.7403  0.158
32 H 4.4739 -3.2399 2.1386  0.155
33 H 5.5458 -2.5289 0.1385  0.469
34 H 0.5329 -1.1446 2.1245  0.172
35 H 1.2952 -2.3198 1.0442  0.207
36 H 2.1020 -0.8398 -1.2590  0.228
37 H 0.9162 0.0899 -3.2241  0.214
38 H -1.4383 0.7865 -3.0335  0.228
39 H -3.0379 -1.2407 -2.6775  0.221
40 H -4.8221 -1.3561 -4.3668  0.214
41 H -6.6090 0.3454 -4.4092  0.213
42 H -6.6092 2.1620 -2.7359  0.215
43 H -4.8058 2.2820 -1.0455  0.225
44 H -1.4470 -0.3782 1.0686  0.214

=====

Entry 4:
A molecular structure, C18H24Br2N3ORhS2, computed with ωB97M-V/def2-TZVPD.

The value obtained for the energy above the lowest of the compared OMol25 structures with the same formula, charge and spin is 0.0000 eV. Its net charge is 0. The value obtained for the HOMO energy is -7.70 eV.

Last column: natural (NBO) charge in e.
CARTESIAN COORDINATES (ANGSTROEM)
1 Rh 0.9665 0.0039 1.3499  0.475
2 Br 0.1301 0.3228 3.7828  -0.628
3 C 2.8993 -0.1405 1.8692  -0.500
4 Br 4.2397 -0.5261 0.4980  -0.047
5 H 3.0726 -0.9077 2.6115  0.181
6 H 3.1682 0.8320 2.2715  0.197
7 S 0.7109 4.6215 1.1742  0.470
8 C 1.9532 4.0581 0.1373  -0.453
9 C 2.0982 2.7217 0.2808  -0.025
10 N 1.2458 2.1514 1.2005  -0.480
11 C 0.4638 3.0439 1.7423  -0.110
12 H 2.5004 4.7192 -0.5120  0.252
13 H 2.7958 2.0899 -0.2463  0.252
14 H -0.2719 2.7931 2.4903  0.263
15 C 1.2567 -0.0368 -0.5911  -0.172
16 C 1.3990 0.0624 -1.7893  -0.214
17 C 1.5604 0.1687 -3.2100  -0.018
18 C 0.4480 0.2582 -4.0509  -0.214
19 C 0.6102 0.3553 -5.4234  -0.212
20 C 1.8821 0.3674 -5.9799  -0.224
21 C 2.9934 0.2835 -5.1519  -0.210
22 C 2.8367 0.1849 -3.7787  -0.214
23 H -0.5404 0.2556 -3.6094  0.217
24 H -0.2611 0.4238 -6.0626  0.210
25 H 2.0067 0.4417 -7.0525  0.210
26 H 3.9886 0.2932 -5.5781  0.211
27 H 3.6998 0.1146 -3.1291  0.220
28 C 1.3949 -2.7155 3.4613  -0.262
29 O 0.6122 -2.8131 2.2532  -0.479
30 C 0.5549 -1.9062 1.3316  0.569
31 C -0.2074 -2.4613 0.1702  -0.759
32 H 0.7553 -3.0606 4.2675  0.205
33 H 1.6991 -1.6977 3.6545  0.225
34 H 2.2441 -3.3824 3.3304  0.195
35 H -0.4433 -3.5154 0.3104  0.217
36 H 0.3442 -2.2860 -0.7518  0.281
37 H -1.1217 -1.8664 0.0823  0.264
38 C -3.9644 -0.7317 3.3333  -0.434
39 N -2.9700 -0.0483 2.5396  -0.611
40 C -3.0407 0.1412 1.2170  0.333
41 S -1.7549 0.8423 0.3636  -0.279
42 N -4.1780 -0.2527 0.6112  -0.593
43 C -4.4811 -0.0381 -0.7914  -0.416
44 H -3.5950 -0.7961 4.3533  0.235
45 H -4.1523 -1.7501 2.9777  0.193
46 H -4.9096 -0.1821 3.3541  0.194
47 H -2.0463 0.0909 2.9433  0.448
48 H -4.9355 -0.5597 1.1976  0.394
49 H -3.5515 -0.0193 -1.3527  0.243
50 H -5.0003 0.9086 -0.9515  0.198
51 H -5.1052 -0.8560 -1.1479  0.203

=====

| no. | electronic energy (hartree) |
| --- | --- |
| 1 | -2706.9444 |
| 2 | -2114.0433 |
| 3 | -904.9055 |
| 4 | -6994.7140 |